Entry 1:
C38H54N3P3PdSi | the ωB97M-V functional and the def2-TZVPD basis

Calculated values
Electronic energy, eV: -83978.7670
ΔE to the lowest compared entry with this formula, charge and spin, eV: 0.0000
Highest occupied orbital energy, eV: 0.3
Frontier orbital gap, eV: 4.15

ORCA input file:
```
! RIJCOSX wB97M-V def2-TZVPD def2/J DEFGRID3
* xyz -2 1
Pd -0.488 0.229 1.528
C 5.605 -2.947 0.443
C 4.232 -2.762 -0.203
C 3.584 -4.132 -0.424
P 2.947 -1.644 0.635
C 3.603 -1.503 2.375
C 3.161 -2.741 3.158
C 3.077 -0.241 3.058
C 3.437 0.010 -0.033
C 4.761 0.441 0.015
C 5.136 1.692 -0.459
C 4.163 2.521 -0.993
C 2.843 2.092 -1.051
C 2.431 0.840 -0.574
Si 0.555 0.330 -0.466
C 0.507 -1.078 -1.809
C 1.636 -1.492 -2.528
C 1.624 -2.610 -3.352
C 0.468 -3.365 -3.473
C -0.676 -2.961 -2.795
C -0.679 -1.821 -1.989
P -2.168 -1.171 -1.112
C -3.526 -1.259 -2.411
C -3.750 -2.441 -3.358
C -3.359 0.009 -3.258
C -2.526 -2.489 0.160
C -3.041 -3.854 -0.284
C -3.458 -1.887 1.214
C -0.278 1.752 -1.506
C 0.013 1.933 -2.861
C -0.612 2.901 -3.635
C -1.563 3.727 -3.050
C -1.873 3.567 -1.707
C -1.251 2.589 -0.925
P -1.720 2.282 0.843
C -0.756 3.626 1.736
C -1.099 5.065 1.358
C 0.746 3.399 1.591
C -3.445 3.035 0.918
C -4.396 2.166 0.098
C -3.870 3.039 2.388
H 6.218 -3.619 -0.168
H 5.518 -3.400 1.433
H 6.156 -2.014 0.556
H 4.374 -2.296 -1.183
H 3.401 -4.632 0.531
H 4.234 -4.782 -1.022
H 2.624 -4.035 -0.932
H 4.698 -1.458 2.350
H 2.070 -2.773 3.208
H 3.545 -2.708 4.182
H 3.502 -3.672 2.697
H 1.986 -0.190 3.001
H 3.469 0.661 2.586
H 3.371 -0.237 4.112
H 5.520 -0.198 0.452
H 6.171 2.012 -0.402
H 4.428 3.505 -1.366
H 2.104 2.761 -1.478
H 2.554 -0.921 -2.439
H 2.524 -2.900 -3.887
H 0.450 -4.258 -4.088
H -1.574 -3.556 -2.895
H -4.429 -1.137 -1.796
H -2.949 -2.494 -4.098
H -4.688 -2.295 -3.907
H -3.807 -3.403 -2.852
H -2.449 -0.062 -3.862
H -3.261 0.904 -2.643
H -4.206 0.137 -3.941
H -1.538 -2.610 0.619
H -4.034 -3.772 -0.733
H -3.135 -4.514 0.585
H -2.376 -4.341 -0.998
H -4.452 -1.697 0.792
H -3.055 -0.943 1.589
H -3.581 -2.570 2.060
H 0.748 1.281 -3.326
H -0.367 3.005 -4.687
H -2.067 4.488 -3.636
H -2.625 4.215 -1.272
H -1.017 3.457 2.787
H -0.920 5.238 0.293
H -0.462 5.759 1.916
H -2.137 5.325 1.575
H 1.059 3.529 0.551
H 1.027 2.389 1.895
H 1.296 4.126 2.200
H -3.486 4.061 0.537
H -4.325 1.123 0.417
H -4.158 2.197 -0.966
H -5.434 2.495 0.229
H -3.681 2.063 2.844
H -4.939 3.259 2.481
H -3.322 3.781 2.971
N -0.968 0.353 3.736
C -1.121 0.448 4.885
N -1.434 0.608 6.144
C -0.775 -0.019 7.090
N -0.273 -0.525 8.011
*
```

Mulliken population analysis, charges in e, atoms 1 to 99:
1. Pd -1.14
2. C -1.52
3. C 0.74
4. C -1.43
5. P -0.05
6. C 0.60
7. C -1.51
8. C -1.59
9. C 0.12
10. C -0.07
11. C -0.81
12. C -0.99
13. C -0.22
14. C 0.55
15. Si 1.08
16. C -0.10
17. C -0.21
18. C -0.88
19. C -1.25
20. C -0.85
21. C 0.17
22. P 1.27
23. C 0.58
24. C -1.83
25. C -1.32
26. C 0.70
27. C -1.64
28. C -1.26
29. C -0.31
30. C 0.55
31. C -1.09
32. C -0.68
33. C -0.34
34. C -0.55
35. P 1.63
36. C 0.53
37. C -1.70
38. C -1.40
39. C 0.21
40. C -1.30
41. C -1.65
42. H 0.46
43. H 0.22
44. H 0.34
45. H 0.31
46. H 0.26
47. H 0.43
48. H 0.23
49. H 0.51
50. H 0.30
51. H 0.45
52. H 0.32
53. H 0.12
54. H 0.26
55. H 0.57
56. H 0.04
57. H 0.37
58. H 0.34
59. H 0.30
60. H 0.51
61. H 0.35
62. H 0.35
63. H 0.53
64. H 0.38
65. H 0.36
66. H 0.48
67. H 0.27
68. H 0.30
69. H 0.01
70. H 0.53
71. H 0.17
72. H 0.24
73. H 0.48
74. H 0.31
75. H 0.26
76. H 0.09
77. H 0.45
78. H 0.43
79. H 0.35
80. H 0.36
81. H 0.17
82. H 0.70
83. H 0.25
84. H 0.51
85. H 0.32
86. H 0.22
87. H -0.06
88. H 0.59
89. H 0.41
90. H 0.08
91. H 0.18
92. H 0.54
93. H 0.26
94. H 0.45
95. H 0.35
96. N -0.63
97. C 0.44
98. N -0.72
99. C 0.50


Entry 2:
C39H34InN3O2P2S2Se | the ωB97M-V functional and the def2-TZVPD basis

Calculated values
Electronic energy, eV: -160332.4066
ΔE to the lowest compared entry with this formula, charge and spin, eV: 0.0000
Highest occupied orbital energy, eV: -7.6
Frontier orbital gap, eV: 7.20

ORCA input file:
```
! RIJCOSX wB97M-V def2-TZVPD def2/J DEFGRID3
* xyz 0 1
In 1.793 1.621 0.400
C 2.946 0.085 3.920
C 3.608 -0.047 2.581
C 4.312 1.017 2.020
C 4.961 0.887 0.792
C 5.696 2.053 0.204
C 4.901 -0.335 0.137
C 4.185 -1.403 0.666
C 4.057 -2.682 -0.106
C 3.531 -1.245 1.882
H 3.369 -0.629 4.625
H 1.880 -0.134 3.830
H 3.071 1.089 4.320
H 4.413 1.946 2.568
H 5.588 2.078 -0.880
H 6.759 1.988 0.434
H 5.312 2.987 0.613
H 5.394 -0.451 -0.819
H 4.028 -3.547 0.554
H 4.873 -2.795 -0.816
H 3.124 -2.659 -0.672
H 2.966 -2.067 2.307
S 2.420 0.223 -1.614
C 2.126 1.498 -2.751
C 1.745 1.035 -4.021
N 1.422 0.589 -5.030
C 2.185 2.846 -2.495
S 2.547 3.606 -0.978
C 1.840 3.732 -3.532
N 1.545 4.451 -4.377
O -0.614 1.930 -0.178
P -1.981 1.359 -0.192
C -2.169 -0.091 0.938
P -0.772 -1.243 0.651
O 0.542 -0.568 0.714
C -1.177 -2.042 -0.924
C -2.285 -2.882 -0.970
C -2.652 -3.468 -2.166
C -1.917 -3.213 -3.315
C -0.804 -2.391 -3.268
C -0.431 -1.808 -2.069
C -0.872 -2.543 1.912
C -1.913 -2.728 2.808
C -1.861 -3.784 3.704
C -0.779 -4.650 3.701
C 0.263 -4.463 2.805
C 0.216 -3.408 1.914
C -2.446 0.835 -1.858
C -1.648 1.294 -2.897
C -1.912 0.914 -4.200
C -2.977 0.066 -4.455
C -3.784 -0.384 -3.422
C -3.524 0.000 -2.120
C -3.173 2.545 0.500
C -2.972 2.937 1.818
C -3.816 3.858 2.407
C -4.861 4.400 1.676
C -5.046 4.033 0.354
C -4.204 3.105 -0.239
H -3.131 -0.576 0.775
H -2.107 0.286 1.964
H -2.850 -3.076 -0.068
H -3.513 -4.117 -2.211
H -2.217 -3.656 -4.252
H -0.233 -2.189 -4.161
H 0.436 -1.165 -2.015
H -2.761 -2.055 2.816
H -2.664 -3.931 4.411
H -0.743 -5.475 4.396
H 1.109 -5.133 2.807
H 1.009 -3.229 1.200
H -0.820 1.951 -2.668
H -1.279 1.262 -5.002
H -3.173 -0.248 -5.468
H -4.615 -1.039 -3.635
H -4.156 -0.342 -1.314
H -2.140 2.528 2.376
H -3.651 4.162 3.428
H -5.526 5.113 2.140
H -5.844 4.482 -0.218
H -4.345 2.818 -1.271
Se 0.799 2.495 2.671
C 2.233 3.557 2.889
N 3.157 4.228 3.024
*
```

Just the Mulliken charges please, in e? Sure, here they are:
1. In 1.06
2. C -1.72
3. C 0.68
4. C -1.18
5. C 0.66
6. C -1.58
7. C -0.60
8. C 0.96
9. C -1.54
10. C 0.18
11. H 0.46
12. H 0.25
13. H 0.31
14. H 0.62
15. H 0.32
16. H 0.37
17. H 0.32
18. H 0.38
19. H 0.43
20. H 0.42
21. H 0.13
22. H 0.50
23. S -0.27
24. C 0.33
25. C -0.24
26. N -0.66
27. C 1.03
28. S -0.21
29. C -0.21
30. N -0.52
31. O -0.52
32. P 0.89
33. C -1.50
34. P -0.31
35. O 1.01
36. C 0.78
37. C -1.13
38. C -0.76
39. C -0.61
40. C -0.52
41. C -0.01
42. C 0.32
43. C -0.12
44. C -0.73
45. C -0.51
46. C -0.64
47. C -0.84
48. C 0.60
49. C -1.00
50. C -0.56
51. C -0.65
52. C -0.62
53. C -0.26
54. C 0.58
55. C -0.33
56. C -0.86
57. C -0.49
58. C -0.76
59. C -0.41
60. H 0.75
61. H 0.90
62. H 0.43
63. H 0.41
64. H 0.43
65. H 0.46
66. H 0.03
67. H 0.41
68. H 0.42
69. H 0.40
70. H 0.44
71. H 0.46
72. H 0.55
73. H 0.47
74. H 0.44
75. H 0.43
76. H 0.42
77. H -0.04
78. H 0.44
79. H 0.39
80. H 0.42
81. H 0.45
82. Se -0.03
83. C 0.40
84. N -0.60


Entry 3:
C20H23Br2N2O3SZr | the ωB97M-V functional and the def2-TZVPD basis

Calculated values
Electronic energy, eV: -182413.1429
Highest occupied orbital energy, eV: -16.7
Frontier orbital gap, eV: 6.16

ORCA input file:
```
! RIJCOSX wB97M-V def2-TZVPD def2/J DEFGRID3
* xyz 3 1
Zr -0.527 -0.084 -0.603
C -2.495 -2.457 -2.150
C -2.370 -2.704 -0.682
C -2.990 -3.789 -0.074
C -2.834 -4.025 1.277
C -2.058 -3.158 2.066
C -1.813 -3.301 3.469
Br -2.549 -4.731 4.406
C -1.028 -2.392 4.129
C -0.447 -1.296 3.442
Br 0.615 -0.091 4.373
C -0.691 -1.147 2.106
O -0.165 -0.159 1.305
C -1.475 -2.067 1.410
N -1.613 -1.849 0.042
H -3.394 -2.922 -2.549
H -1.644 -2.883 -2.688
H -2.563 -1.390 -2.391
H -3.595 -4.448 -0.681
H -3.310 -4.880 1.741
H -0.836 -2.501 5.187
O 2.970 0.623 0.119
C 1.956 0.434 -0.294
O -1.874 1.355 -0.425
S -2.587 1.924 0.935
C -4.117 2.684 0.300
C -3.963 4.198 0.491
C -2.482 4.519 0.331
C -1.766 3.504 1.213
H -4.946 2.218 0.829
H -4.143 2.382 -0.749
H -4.307 4.481 1.486
H -4.592 4.715 -0.232
H -2.235 5.528 0.656
H -2.160 4.414 -0.707
H -1.943 3.673 2.282
H -0.695 3.360 1.072
C 0.414 -1.419 -5.880
C 0.676 -0.005 -5.327
C -0.120 1.059 -6.102
C 2.184 0.324 -5.301
C 0.235 0.003 -3.921
N -0.091 0.006 -2.810
H 0.764 -1.426 -6.912
H -0.648 -1.660 -5.884
H 0.967 -2.179 -5.328
H 0.195 0.996 -7.143
H 0.096 2.063 -5.740
H -1.193 0.873 -6.061
H 2.516 0.355 -6.338
H 2.757 -0.444 -4.781
H 2.378 1.299 -4.855
*
```

Just the Mulliken charges please, in e? Sure, here they are:
1. Zr 2.33
2. C -1.53
3. C 1.14
4. C -1.05
5. C -0.51
6. C 0.52
7. C -0.30
8. Br -0.08
9. C -0.28
10. C -0.40
11. Br -0.05
12. C 0.97
13. O -0.76
14. C -0.01
15. N -0.17
16. H 0.44
17. H 0.29
18. H 0.35
19. H 0.48
20. H 0.45
21. H 0.48
22. O -0.01
23. C 0.17
24. O -0.61
25. S 0.59
26. C -0.62
27. C -0.63
28. C -0.53
29. C -0.73
30. H 0.47
31. H 0.29
32. H 0.33
33. H 0.35
34. H 0.41
35. H 0.26
36. H 0.46
37. H 0.40
38. C -1.54
39. C 1.84
40. C -1.53
41. C -1.54
42. C -0.14
43. N -0.67
44. H 0.43
45. H 0.39
46. H 0.40
47. H 0.42
48. H 0.41
49. H 0.40
50. H 0.42
51. H 0.40
52. H 0.41


Entry 4:
HN2O4S | the ωB97M-V functional and the def2-TZVPD basis

Calculated values
Electronic energy, eV: -22018.9726
ΔE to the lowest compared entry with this formula, charge and spin, eV: 2.3523
Highest occupied orbital energy, eV: -4.2
Frontier orbital gap, eV: 8.22

ORCA input file:
```
! RIJCOSX wB97M-V def2-TZVPD def2/J DEFGRID3
* xyz -1 1
O -3.427 0.399 -1.366
S -3.093 -0.247 -0.106
O -3.580 0.361 1.130
N -1.107 0.028 -0.167
N -0.669 -1.055 0.054
O -1.047 -2.168 0.231
O 0.946 -0.841 0.215
H 1.015 -0.017 -0.382
*
```

Just the Mulliken charges please, in e? Sure, here they are:
1. O -0.54
2. S 0.52
3. O -0.53
4. N -0.54
5. N 1.01
6. O -0.63
7. O -0.67
8. H 0.37